ORCA calculation (ωB97M-V/def2-TZVPD) on 13 unconnected molecules or ions with the total composition C55H72Cl11N5O9.

Structure (XYZ):
```
152
Properties=species:S:1:pos:R:3:lowdin_charge:R:1
C 0.12461 -1.32218 -3.45849 0.00
N 0.50079 -0.79132 -2.13785 -0.09
C 0.31188 -1.56475 -1.12260 0.00
C 0.81118 -1.28795 0.17046 0.08
C 1.30280 -0.03536 0.41124 -0.15
C 1.43371 0.83012 -0.66693 0.08
C 1.02626 0.41597 -2.00141 0.04
C 1.68035 0.39842 1.76694 -0.12
C 1.29687 -0.17866 2.94409 0.04
C 1.97475 0.17838 4.13584 0.06
N 2.95303 1.17007 4.16561 -0.04
C 3.29942 1.77720 2.99443 -0.03
C 2.70671 1.38788 1.82883 -0.01
C 3.33332 1.80561 5.48457 0.03
H 0.18708 -2.40991 -3.49073 0.11
H 0.71386 -0.82821 -4.23107 0.03
H -0.92534 -1.11335 -3.66366 0.07
H -0.18541 -2.50108 -1.32846 0.11
H 0.51895 -1.90972 1.00377 0.11
H 1.78273 1.84885 -0.58460 0.08
H 1.13272 1.00921 -2.89758 0.07
H 0.57479 -0.97998 2.99783 0.11
H 1.73161 -0.17323 5.12763 0.11
H 3.88390 2.67622 3.12305 0.15
H 3.04165 1.84714 0.91052 0.09
H 3.51402 2.85588 5.25568 0.07
H 4.30639 1.38622 5.74020 0.08
H 2.57044 1.77270 6.26240 0.10
C -2.23534 5.69839 0.19938 0.08
N -2.20151 4.26021 0.72726 -0.07
C -1.37288 4.00424 1.72618 -0.02
C -1.36413 2.73745 2.24604 0.06
C -2.17138 1.67396 1.73095 -0.10
C -3.04440 1.95534 0.63812 0.06
C -2.99697 3.28089 0.21207 0.01
C -2.16748 0.37771 2.39132 -0.19
C -2.40140 -0.74615 1.64763 0.05
C -2.22077 -2.06514 2.27131 0.03
N -1.95255 -2.14124 3.55274 -0.06
C -1.95026 -1.03691 4.33205 0.04
C -2.03932 0.22611 3.77198 0.04
C -1.71366 -3.48891 4.16157 0.05
H -2.86292 6.28509 0.87022 0.11
H -2.90982 5.62389 -0.65363 0.09
H -1.18469 5.86988 -0.03479 0.10
H -0.84268 4.75265 2.29642 0.16
H -0.69630 2.52014 3.06651 0.11
H -3.72582 1.18411 0.31060 0.13
H -3.72621 3.57489 -0.52831 0.14
H -2.60907 -0.70629 0.58853 0.12
H -2.12691 -2.92821 1.62889 0.11
H -1.81475 -1.21888 5.38795 0.15
H -2.05033 1.07546 4.43898 0.11
H -1.19589 -4.12666 3.44512 0.11
H -2.69878 -3.95431 4.19422 0.10
H -1.24686 -3.54592 5.14490 0.10
C -0.85259 -5.30425 -0.76109 -0.38
O -0.68581 -4.35365 0.28841 -0.44
H -1.10315 -4.90087 -1.74222 0.01
H -0.11344 -6.09151 -0.90930 0.04
H -1.73554 -5.88624 -0.49693 0.03
C -0.55047 1.82890 6.61569 -0.43
O -0.14907 0.52549 6.87027 -0.41
H -0.51567 1.92541 5.53053 0.00
H -1.55417 2.07653 6.96118 0.04
H 0.13414 2.57150 7.02552 0.03
C 2.02970 -3.70847 4.62665 -0.44
O 1.30925 -3.18270 5.67172 -0.42
H 1.81455 -4.77438 4.55159 0.04
H 1.76224 -3.24945 3.67488 0.02
H 3.11096 -3.70386 4.76435 0.01
Cl 2.31241 4.91585 -0.61294 0.62
O 1.67089 4.29119 0.53737 -0.42
O 2.28368 3.99924 -1.75444 -0.39
O 1.54954 6.11134 -0.79160 -0.36
O 3.65976 5.23622 -0.34557 -0.34
Cl 5.43061 -2.99561 8.25029 0.46
C 3.68884 -2.44637 8.36271 -0.61
C 3.33893 -1.03892 7.83159 -0.57
Cl 4.48916 0.10276 8.67347 0.48
H 3.36751 -2.68495 9.37658 0.07
H 3.24928 -3.11218 7.62002 0.04
H 2.32872 -0.87241 8.20556 0.08
H 3.33262 -0.87268 6.75436 0.04
Cl 5.43184 4.73102 6.80890 0.48
C 4.57825 4.03717 8.28704 -0.60
C 4.67421 5.04148 9.44852 -0.66
Cl 3.78422 6.59124 9.20117 0.52
H 4.98201 3.08859 8.64098 0.05
H 3.52498 4.01675 8.00721 0.06
H 5.74433 5.15569 9.62139 0.07
H 4.25891 4.58637 10.34769 0.07
Cl 2.14586 -0.40671 -6.51345 0.51
C 1.80801 1.26142 -7.22366 -0.59
C 1.68489 2.50708 -6.31146 -0.55
Cl 0.36078 2.30141 -5.04271 0.52
H 0.96839 1.15643 -7.91077 0.07
H 2.71413 1.49458 -7.78283 0.06
H 1.50047 3.39913 -6.91007 0.08
H 2.64079 2.75886 -5.85214 0.08
Cl 8.44726 -2.30061 5.30129 0.53
C 7.79407 -0.99464 4.25948 -0.62
C 6.35140 -0.67626 4.55033 -0.68
Cl 5.04620 -1.60908 3.79283 0.60
H 8.03336 -1.38753 3.27131 0.06
H 8.53516 -0.20930 4.40828 0.07
H 6.19275 0.38077 4.33675 0.05
H 6.00160 -0.63706 5.58193 0.05
Cl 5.80310 0.79201 0.75510 0.64
C 6.13030 2.07165 -0.34528 -0.71
C 7.41124 1.91940 -1.00950 -0.69
Cl 7.66595 0.52253 -2.07581 0.55
H 6.17609 2.91108 0.34851 0.08
H 5.28080 2.21874 -1.01223 0.08
H 8.14872 1.73451 -0.22844 0.06
H 7.62969 2.80818 -1.60150 0.08
C -6.25181 -5.86708 -1.50007 -0.12
C -5.20782 -4.83681 -1.31971 -0.27
C -4.09462 -5.07129 -2.42959 -0.14
C -3.30219 -3.75464 -2.69321 -0.19
N -2.70448 -2.83461 -2.91025 0.15
H -6.76696 -5.59574 -2.42153 0.08
H -6.81408 -6.03559 -0.58161 0.09
H -5.67755 -6.74086 -1.80802 0.08
H -4.63296 -4.87108 -0.39426 0.11
H -5.56849 -3.80823 -1.32489 0.10
H -4.51608 -5.46231 -3.35565 0.10
H -3.40484 -5.89363 -2.23969 0.10
C -2.88766 -0.85629 -6.75851 -0.04
C -3.39582 -2.17779 -6.82672 -0.04
C -4.47470 -2.30926 -7.65169 -0.01
C -4.99450 -1.33434 -8.52611 -0.10
C -4.45414 -0.10243 -8.49948 -0.11
C -3.41521 0.13957 -7.57996 0.00
C -4.77633 0.96387 -9.51200 -0.21
O -4.29035 2.12273 -9.49947 0.06
C -5.95653 0.68111 -10.47784 -0.05
C -6.43726 1.65678 -11.38171 0.00
C -7.47220 1.34519 -12.30093 -0.06
C -8.16108 0.15599 -12.17622 -0.06
C -7.65577 -0.83813 -11.30028 0.00
C -6.59620 -0.62415 -10.39931 -0.07
C -6.21587 -1.60784 -9.33831 -0.26
O -6.93596 -2.59275 -9.17442 0.10
H -2.09632 -0.56997 -6.08160 0.09
H -2.92814 -3.01990 -6.33832 0.11
H -4.98138 -3.26205 -7.69488 0.12
H -2.89281 1.07974 -7.67783 0.11
H -5.94136 2.61328 -11.45639 0.11
H -7.83270 2.07924 -13.00635 0.10
H -9.13898 -0.11511 -12.54583 0.11
H -8.25954 -1.73212 -11.24890 0.11
```

=====

19
Properties=species:S:1:pos:R:3:lowdin_charge:R:1 method="wB97M-V/def2-TZVPD" de_lowest_kcal_mol=5.96
C 2.75646 1.00748 0.39591 -0.19
C 1.83306 1.71053 1.33831 -0.18
H 3.77228 0.94802 0.79595 0.06
H 2.48970 -0.01012 0.11292 0.05
H 2.88530 1.51811 -0.56139 0.07
H 0.90140 2.05957 0.86168 0.06
H 2.21807 2.71334 1.56306 0.06
H 1.53249 1.19653 2.24403 0.06
C -1.14067 -0.70327 -0.31741 -0.34
C -1.39764 -2.18657 -0.32617 -0.14
C -2.18775 0.09362 -1.10695 -0.12
H -1.09294 -0.32192 0.70671 0.10
H -0.13891 -0.49992 -0.70596 0.09
H -1.35483 -2.66006 -1.30641 0.07
H -3.22330 0.00244 -0.79156 0.07
H -1.85487 1.12834 -1.20499 0.06
H -2.17946 -0.26856 -2.14482 0.07
H -0.64868 -2.66314 0.31768 0.07
H -2.37085 -2.46376 0.08607 0.07

=====

28
Properties=species:S:1:pos:R:3:lowdin_charge:R:1 method="wB97M-V/def2-TZVPD" charge=+1 de_lowest_kcal_mol=68.63
C 2.80728 0.03716 -0.38482 -0.46
C 1.65038 -0.62785 0.41072 -0.24
C -1.79772 0.10461 -0.34778 -0.03
C 0.24653 -0.63628 -1.60861 0.10
C -0.86370 -1.04416 -0.59184 -0.35
C -0.55480 0.80598 0.27034 -0.41
C -1.32278 -2.44838 -0.35747 0.00
C -0.73804 0.73381 1.78580 -0.02
C -0.24244 2.24944 -0.30711 0.02
N 4.03148 -0.46688 -0.15851 0.22
N 0.33884 -0.30980 -0.16425 -0.01
O 2.63917 0.96844 -1.12644 0.10
O 1.80636 -1.34223 1.32650 0.25
H -2.30369 0.47723 -1.25764 0.14
H -2.68048 -0.22130 0.29967 0.16
H 0.96209 -1.36048 -1.96354 0.15
H -0.05911 0.08554 -2.35099 0.14
H -0.63894 -3.37420 -0.44094 0.12
H -2.10368 -2.51318 -1.17713 0.13
H -1.73470 -2.85121 0.58734 0.10
H 0.07538 1.09267 2.40647 0.09
H -0.84679 -0.27694 2.15191 0.09
H -1.66957 1.34545 2.21702 0.16
H 0.85477 2.49933 -0.26851 0.09
H -0.60997 2.94743 0.45827 0.08
H -0.83306 2.37439 -1.30962 0.12
H 4.38559 -1.16364 0.40322 0.09
H 4.74908 0.16576 -0.60866 0.17

=====

77
Properties=species:S:1:pos:R:3:lowdin_charge:R:1 method="wB97M-V/def2-TZVPD" charge=+3 de_lowest_kcal_mol=1.13
Pt -0.29175 -0.18732 0.51209 1.17
O -0.55178 -5.98237 2.34190 0.19
C -0.29847 -4.77574 1.90338 -0.25
C 0.68956 -4.45601 0.95578 0.08
C 0.84242 -3.15623 0.54838 -0.08
N 0.07794 -2.16363 1.04656 -0.18
C -0.83341 -2.48946 1.97715 -0.63
Br -1.73601 -0.91423 2.56081 1.07
C -1.08196 -3.73581 2.44722 0.05
H -0.00506 -6.67575 1.94165 0.16
H 1.32071 -5.22479 0.52977 0.15
H 1.56998 -2.88164 -0.20299 0.12
H -1.84191 -3.94431 3.18809 0.16
C -0.78301 2.77084 2.74352 -0.04
C -2.12301 2.55553 2.10418 -0.24
C -3.26865 2.90665 2.79186 -0.01
C -4.51876 2.80740 2.18951 0.00
C -4.62445 2.37331 0.88500 0.01
C -3.50454 2.00840 0.13683 -0.17
C -3.74860 1.56398 -1.27620 -0.01
C -2.25356 2.09466 0.77966 -0.21
N -1.08735 1.63645 0.06999 -0.02
C -0.75666 2.10756 -1.08431 -0.22
C -1.18670 3.41767 -1.63204 0.04
C 0.17685 1.24251 -1.86078 -0.20
C 0.49605 1.59096 -3.26585 0.06
N 0.63058 0.19158 -1.25788 -0.01
C 1.67685 -0.60635 -1.85522 -0.22
C 2.96139 -0.04007 -1.93335 -0.23
C 3.30328 1.34773 -1.46229 -0.02
C 3.96031 -0.79597 -2.53427 -0.01
C 3.68864 -2.04811 -3.06292 0.00
C 2.39932 -2.55701 -3.02271 0.00
C 1.36051 -1.84520 -2.43391 -0.22
C -0.04302 -2.36243 -2.50994 -0.01
H -0.89677 3.25589 3.71091 0.11
H -0.14799 3.40861 2.13035 0.08
H -0.26728 1.82159 2.92467 -0.01
H -3.18485 3.29103 3.80020 0.13
H -5.40675 3.08793 2.73992 0.13
H -5.59805 2.30768 0.41635 0.14
H -4.01052 2.42413 -1.89664 0.11
H -4.59696 0.88508 -1.29896 0.10
H -2.91814 1.03627 -1.74153 0.06
H -1.77473 3.97535 -0.90891 0.11
H -1.77402 3.29228 -2.54300 0.12
H -0.29712 3.99270 -1.90338 0.12
H -0.44684 1.71487 -3.80696 0.13
H 1.09649 0.83126 -3.75482 0.11
H 1.01213 2.55361 -3.31288 0.12
H 2.53997 1.80268 -0.83169 0.04
H 3.44814 2.00986 -2.31881 0.11
H 4.24696 1.34783 -0.91540 0.10
H 4.95946 -0.38426 -2.60746 0.14
H 4.47926 -2.61596 -3.53528 0.13
H 2.18009 -3.51083 -3.48550 0.13
H -0.05136 -3.41876 -2.77150 0.11
H -0.60655 -1.83585 -3.28261 0.11
H -0.60239 -2.23945 -1.58587 0.03
F -2.94559 -1.22714 -2.58818 0.22
B -3.16330 -1.86658 -1.42560 -1.06
F -4.28923 -1.61135 -0.76048 0.25
F -2.58870 -3.07035 -1.25442 0.21
F -2.00869 -0.90256 -0.37520 -0.33
C 1.53081 -0.10725 3.89960 -0.25
Sb 1.85165 0.37936 1.87429 1.41
C 3.43340 -0.91933 1.37199 -0.22
C 2.53670 2.37400 1.77779 -0.24
H 2.48562 0.06870 4.39777 0.05
H 1.27105 -1.16108 3.98296 0.02
H 0.76197 0.51275 4.35247 0.02
H 4.35179 -0.41023 1.66749 0.05
H 3.46867 -1.15218 0.31295 0.00
H 3.31948 -1.82635 1.96350 0.03
H 3.59054 2.34953 1.50655 0.04
H 2.41680 2.81063 2.76793 0.04
H 1.97918 2.95309 1.04872 0.01

=====

One value per record, in order, for Kohn-Sham gap: 2.4; 12.4; 9.9; 5.9 eV.
One value per record, in order, for LUMO energy: -2.86; 1.08; -4.33; -11.03 eV.